Entry 1:
# C35H48B2CuN2O7P2

A molecular structure, C35H48B2CuN2O7P2 in a non-equilibrium geometry (ωB97M-V/def2-TZVPD, the OMol25 dataset).

Summary:
orbital gap (spin up / spin down)	4.69 / 4.69	eV
E_tot	-118958.658	eV

ORCA input file:
```
! RIJCOSX wB97M-V def2-TZVPD def2/J DEFGRID3
* xyz -2 2
Cu 1.086 0.228 -0.488
C 3.018 -2.284 2.197
C 1.759 -3.073 2.603
C 1.770 -3.304 4.108
C 1.743 -4.346 1.744
P 0.292 -1.930 2.005
C 0.472 -0.340 3.034
N -0.085 0.810 2.377
B 0.070 1.098 0.943
N -0.527 2.402 0.750
C -0.462 3.182 -0.437
P -0.345 2.070 -1.969
C 0.420 3.313 -3.250
C 1.920 3.210 -2.935
C 0.229 2.757 -4.696
C -0.057 4.809 -3.196
C -2.254 1.955 -2.363
C -2.859 3.269 -2.831
C -2.897 1.453 -1.053
C -2.404 0.811 -3.364
C -1.235 2.764 1.911
C -2.170 3.776 2.088
C -3.035 3.636 3.189
C -2.852 2.589 4.119
C -1.745 1.722 4.084
C -0.997 1.755 2.910
C -1.322 -2.620 2.795
C -1.611 -3.991 2.119
C -1.373 -2.747 4.363
C -2.458 -1.662 2.331
H 3.895 -2.972 2.252
H 3.221 -1.385 2.829
H 2.936 -1.925 1.120
H 2.831 -3.555 4.415
H 1.160 -4.172 4.407
H 1.478 -2.418 4.719
H 2.710 -4.870 1.793
H 1.545 -4.059 0.705
H 0.965 -5.073 2.088
H 1.554 -0.181 3.170
H 0.034 -0.531 4.024
H 0.415 3.855 -0.413
H -1.363 3.823 -0.617
H 2.315 2.225 -3.217
H 2.175 3.348 -1.863
H 2.427 4.004 -3.544
H 0.730 1.782 -4.830
H 0.708 3.499 -5.392
H -0.840 2.718 -5.014
H 0.049 5.249 -2.199
H -1.073 4.991 -3.554
H 0.596 5.399 -3.899
H -2.716 4.052 -2.066
H -3.958 3.139 -2.947
H -2.498 3.576 -3.831
H -2.884 2.184 -0.243
H -2.432 0.528 -0.729
H -4.005 1.238 -1.222
H -1.838 0.950 -4.276
H -3.469 0.792 -3.685
H -2.141 -0.129 -2.861
H -2.121 4.650 1.413
H -3.838 4.364 3.316
H -3.598 2.465 4.911
H -1.492 1.016 4.888
H -1.092 -4.823 2.603
H -1.387 -3.962 1.051
H -2.695 -4.179 2.236
H -0.677 -3.505 4.728
H -2.411 -3.050 4.688
H -1.156 -1.782 4.859
H -2.492 -1.617 1.230
H -2.354 -0.623 2.648
H -3.464 -2.052 2.679
O 7.435 0.262 0.718
C 6.288 0.684 0.663
C 5.433 0.727 -0.567
O 5.760 0.890 -1.734
C 4.045 0.704 -0.037
C 4.068 1.188 1.370
O 3.080 1.391 2.086
C 5.476 1.171 1.817
O 5.940 1.467 2.908
O 3.033 0.370 -0.763
O 1.115 -1.574 -2.825
B 0.723 -1.542 -1.450
O -0.126 -2.641 -1.175
C -0.495 -3.172 -2.435
C -1.407 -4.144 -2.714
C -1.631 -4.401 -4.108
C -0.841 -3.804 -5.095
C 0.208 -2.887 -4.780
C 0.321 -2.546 -3.464
H -1.871 -4.712 -1.899
H -2.406 -5.127 -4.346
H -0.952 -4.020 -6.166
H 0.964 -2.576 -5.461
*
```


Entry 2:
# C4H13N2S

A gas-phase ion, C4H13N2S (charge +2) in a non-equilibrium geometry (ωB97M-V/def2-TZVPD, the OMol25 dataset).

Summary:
energy above the lowest of the compared OMol25 structures with the same formula, charge and spin	0.9022	eV
orbital gap (spin up / spin down)	11.39 / 5.68	eV
E_tot	-18155.030	eV

ORCA input file:
```
! RIJCOSX wB97M-V def2-TZVPD def2/J DEFGRID3
* xyz 2 2
C -0.393 -1.143 0.511
N -0.768 -0.562 -0.749
C 0.047 0.463 -1.284
C 1.475 -0.114 -1.854
S 2.924 0.231 -0.779
C -0.365 -0.176 1.713
N -1.686 0.707 1.651
H 0.574 -1.675 0.585
H -1.125 -1.902 0.799
H -1.177 -1.275 -1.339
H 0.376 1.142 -0.514
H -0.398 1.049 -2.083
H 1.503 -1.194 -1.964
H 1.742 0.403 -2.776
H 3.130 1.534 -1.125
H 0.497 0.484 1.667
H -0.457 -0.582 2.712
H -1.436 1.680 1.517
H -2.219 0.472 2.485
H -2.244 0.458 0.825
*
```


Entry 3:
# C19H44Li5N14O22

A molecular structure, C19H44Li5N14O22 in a non-equilibrium geometry (ωB97M-V/def2-TZVPD, the OMol25 dataset).

Summary:
orbital gap	3.75	eV
E_tot	-87361.483	eV

ORCA input file:
```
! RIJCOSX wB97M-V def2-TZVPD def2/J DEFGRID3
* xyz -1 1
Li 0.988 -4.817 -0.057
Li -0.362 -1.554 -1.096
Li -0.013 -0.527 1.871
Li 0.552 1.500 -0.483
Li 2.221 -1.829 -0.076
C -3.877 -3.163 -0.304
C -4.518 -4.037 0.502
C -4.085 -4.191 1.953
O -4.546 -5.086 2.735
C -3.063 -3.399 2.478
C -2.439 -2.382 1.671
C -2.825 -2.287 0.185
O -2.224 -1.519 -0.606
O -1.542 -1.730 2.137
O -5.495 -4.709 -0.041
H -4.145 -3.147 -1.350
H -2.675 -3.465 3.483
C 1.361 4.529 2.664
C 0.918 4.602 3.904
C -0.174 3.726 4.509
O -0.591 3.752 5.734
C -0.816 2.759 3.760
C -0.362 2.433 2.419
C 0.743 3.436 1.813
O 1.045 3.260 0.631
O -0.702 1.496 1.698
O 1.537 5.525 4.588
H 2.230 5.032 2.268
H -1.644 2.198 4.166
O 0.984 -3.158 -1.123
H 1.891 -3.102 -1.480
O 0.897 -0.450 0.188
H 1.507 -0.174 -0.524
O -3.191 0.025 3.867
H -2.359 0.495 3.799
H -2.967 -0.886 3.678
O 0.845 -0.450 3.647
H 1.537 0.091 4.028
H 0.653 -1.103 4.320
O 3.194 1.326 1.472
H 3.413 1.773 2.289
H 2.453 1.820 1.120
O 0.428 -4.197 -3.530
H 0.077 -3.520 -4.108
H 0.539 -3.758 -2.686
O 0.260 -3.172 3.679
H 0.947 -3.158 3.013
H -0.534 -2.916 3.210
C 3.812 -2.694 2.184
O 2.789 -2.703 1.538
N 4.518 -3.783 2.266
N 4.453 -1.621 2.500
H 4.317 -4.644 1.777
H 5.357 -3.721 2.824
H 3.995 -0.746 2.287
H 5.235 -1.722 3.131
C -4.152 2.589 1.524
O -4.865 3.398 0.891
N -3.119 2.023 1.001
N -4.371 2.301 2.808
H -2.378 1.635 1.566
H -2.894 2.299 0.056
H -4.635 3.048 3.435
H -3.815 1.558 3.205
C -1.459 2.571 -2.802
O -0.868 2.484 -1.754
N -2.413 1.698 -3.235
N -1.180 3.464 -3.692
H -2.799 1.100 -2.519
H -2.841 1.855 -4.136
H -0.564 4.238 -3.491
H -1.725 3.421 -4.541
C 4.737 -1.612 -1.932
O 4.010 -2.145 -1.164
N 4.956 -0.358 -1.845
N 5.339 -2.242 -2.913
H 5.652 -0.010 -2.490
H 4.577 0.247 -1.130
H 6.059 -1.715 -3.386
H 5.279 -3.237 -3.076
C 0.940 -0.585 -3.728
O 0.195 -0.645 -2.756
N 1.694 -1.531 -4.042
N 0.942 0.291 -4.679
H 1.553 -2.352 -3.472
H 2.449 -1.442 -4.707
H 0.422 1.140 -4.507
H 1.662 0.243 -5.385
C 2.954 2.750 -2.012
O 2.195 1.868 -1.607
N 3.677 2.728 -3.093
N 3.211 3.787 -1.343
H 3.515 2.002 -3.776
H 4.327 3.500 -3.047
H 2.767 3.732 -0.438
H 3.912 4.424 -1.695
C -5.419 -0.223 -2.162
O -5.427 -1.133 -2.998
N -6.256 0.763 -2.260
N -4.504 -0.055 -1.229
H -6.273 1.407 -1.482
H -7.007 0.596 -2.914
H -4.714 0.691 -0.582
H -3.892 -0.821 -0.988
*
```


Entry 4:
# C29H44N3O4PbSSb

A molecular structure, C29H44N3O4PbSSb (ωB97M-V/def2-TZVPD, the OMol25 dataset).

Summary:
orbital gap	7.61	eV
E_tot	-66069.416	eV

ORCA input file:
```
! RIJCOSX wB97M-V def2-TZVPD def2/J DEFGRID3
* xyz 0 1
Pb 0.658 1.428 -0.043
C -0.235 4.121 2.652
C -0.400 4.921 1.530
C 0.714 5.392 0.848
C 1.990 5.071 1.294
C 2.154 4.270 2.417
C 1.040 3.791 3.093
H -1.101 3.761 3.194
H -1.392 5.185 1.187
H 0.591 6.016 -0.027
H 2.856 5.457 0.770
H 3.149 4.025 2.768
H 1.166 3.167 3.969
O 7.999 -0.301 0.739
C 6.984 -0.333 0.066
O 6.767 -0.599 -1.148
C 5.586 0.083 0.610
C 5.239 1.437 0.565
C 3.914 1.800 0.550
N 2.922 0.906 0.598
C 3.235 -0.389 0.749
C 4.538 -0.832 0.782
C 2.057 -1.338 0.800
O 2.234 -2.540 0.942
O 0.892 -0.786 0.669
H 6.017 2.188 0.509
H 3.608 2.839 0.489
H 4.735 -1.888 0.912
S 1.228 0.662 -2.534
C 2.070 -0.871 -2.556
N 1.361 -1.984 -2.444
C 1.915 -3.322 -2.642
C 3.403 -3.323 -2.329
C 4.095 -2.181 -3.049
N 3.347 -0.929 -2.864
H 0.416 -1.891 -2.113
H 1.744 -3.622 -3.680
H 1.382 -4.009 -1.986
H 3.842 -4.270 -2.641
H 3.530 -3.226 -1.254
H 4.173 -2.382 -4.121
H 5.096 -2.004 -2.657
H 3.876 -0.072 -2.928
C -1.220 -3.182 -0.452
C -2.201 -2.471 0.475
C -3.620 -2.969 0.228
C -1.775 -2.717 1.919
Sb -2.002 -0.271 0.090
C -3.075 0.691 1.804
C -2.081 0.683 2.964
C -3.358 2.136 1.399
C -4.369 -0.004 2.207
C -3.274 0.141 -1.708
C -2.946 1.576 -2.120
C -4.768 -0.013 -1.461
C -2.808 -0.806 -2.810
H -1.276 -4.263 -0.278
H -0.198 -2.868 -0.234
H -1.459 -3.006 -1.506
H -3.672 -4.033 0.488
H -3.904 -2.870 -0.820
H -4.352 -2.442 0.840
H -1.667 -3.794 2.084
H -2.513 -2.349 2.634
H -0.809 -2.251 2.120
H -1.128 1.140 2.680
H -1.875 -0.326 3.321
H -2.488 1.257 3.805
H -2.461 2.622 1.005
H -3.688 2.708 2.274
H -4.148 2.197 0.649
H -4.192 -1.025 2.544
H -5.088 -0.030 1.387
H -4.831 0.538 3.041
H -3.234 2.300 -1.356
H -3.487 1.831 -3.038
H -1.877 1.691 -2.322
H -5.124 0.706 -0.721
H -5.021 -1.015 -1.114
H -5.318 0.169 -2.392
H -1.731 -0.714 -2.979
H -3.314 -0.550 -3.748
H -3.044 -1.848 -2.583
*
```